A cluster of 7 separate species, C68H72BF6NO9 in total at a distorted geometry. Source: the OMol25 dataset; level of theory: ωB97M-V with the def2-TZVPD basis set.

Geometry (Å):
H (-2.06596, -6.78940, 3.63106)
H (3.64927, 2.92329, 0.20117)
C (8.77850, -5.44756, 0.57246)
H (5.46483, 7.99583, 3.75356)
C (-6.72008, -1.79516, -5.51488)
C (-1.66821, 0.52762, 2.63243)
C (-2.02802, -4.58883, 3.61564)
C (-4.40439, 5.01950, 4.03116)
H (2.24613, 4.60348, -0.71717)
H (-3.60443, -0.47039, 5.00787)
H (-2.43256, 1.64334, -3.40756)
H (0.67650, 1.43439, 4.29021)
H (-5.46820, 5.82326, -5.89258)
H (6.31297, 9.18206, 1.75626)
H (-5.82157, 3.43435, 4.73252)
C (5.65212, 8.33115, 1.63969)
C (-3.21236, -1.48856, 5.27092)
C (-2.04727, -3.41977, 2.57123)
H (-5.14004, -3.05098, -4.75973)
H (5.65357, 8.42722, -0.50641)
H (-3.81841, -4.57130, -4.19388)
H (1.91636, 3.48799, -2.13988)
C (6.62488, -5.65076, -0.44938)
H (4.48622, 1.32832, -1.82176)
C (-1.89742, -2.04517, 3.11452)
H (-1.16535, -4.35706, 4.30721)
H (-0.19628, 3.77761, -3.11054)
O (0.19866, 0.33501, -2.79347)
O (-3.24549, -1.68978, 6.69859)
H (-2.10444, -6.13844, 1.95497)
C (5.79772, -0.30360, 3.96318)
H (7.24187, 0.85718, 5.02958)
C (-0.60033, -5.57846, -4.56988)
H (2.70914, 1.27539, -2.07817)
H (3.93389, 6.05342, 3.47914)
H (7.19818, -6.71401, 1.31411)
H (0.16462, -5.68932, -5.32976)
H (-2.35810, 4.26812, 5.70429)
H (-2.93797, -4.63731, 4.26175)
C (-5.54560, -3.41430, -6.82690)
C (0.54366, -5.41496, 1.72608)
C (5.61686, 2.06055, 4.27944)
C (3.90984, 0.86355, 3.07074)
H (0.64756, -6.31914, -2.98428)
H (-0.06656, -0.33525, -2.14043)
H (-7.00217, 4.10972, -6.84083)
H (0.38669, -5.93710, 3.91098)
C (6.98312, -4.74492, -1.43158)
O (-2.24577, 0.97617, 3.58940)
C (-3.84404, 5.25964, -7.16263)
C (-2.10171, 2.68124, -3.68165)
C (-1.30564, -5.78310, -2.27805)
H (-8.25663, -0.70400, -6.54407)
C (4.41675, 2.05487, 3.57837)
C (-2.83546, -4.94648, -3.94312)
H (-3.90680, -2.22882, 4.78098)
H (-6.12305, -3.60772, -8.87557)
C (-1.65010, -5.98924, 2.96235)
C (1.07619, 2.76121, -0.13672)
H (-3.87908, 2.78571, -9.45934)
O (1.43539, -4.35562, 1.91494)
C (5.17449, 7.66652, 2.76331)
H (-2.26008, 2.77505, -4.78927)
C (4.32314, 6.57932, 2.61551)
C (-0.75369, 4.41587, 4.19203)
C (6.30984, 0.87363, 4.47851)
C (-5.22213, 4.26451, 5.17469)
C (3.29428, -3.71017, 0.33739)
C (-1.76771, -1.74376, 4.63819)
H (-2.16580, 5.97284, 4.93221)
C (3.49376, 1.50831, -1.31568)
F (-3.50020, -5.15764, -1.69156)
C (-6.30345, -3.09517, -7.93876)
C (-0.69344, 1.35585, 1.72062)
C (8.25122, -4.17917, -1.40590)
H (6.01313, 2.98986, 4.67106)
C (2.12489, 3.54183, -1.04497)
C (-1.99179, -1.14917, 0.69598)
C (-0.52971, 2.73454, -3.35950)
H (-2.06437, -4.80559, -5.94131)
F (6.47034, -1.45176, 4.15025)
H (6.27289, -4.48729, -2.20771)
H (4.10635, -3.03912, 0.71600)
H (-6.87798, -1.28449, -4.57265)
H (-1.24297, -2.54414, 5.21418)
C (-0.32745, -5.93024, -3.25257)
C (-5.13560, 5.15580, -6.67788)
H (-7.89145, -1.86648, -8.69637)
C (-1.90103, 0.13070, -0.20006)
C (-5.74416, -2.77795, -5.61473)
C (0.31494, 2.25715, 2.31670)
H (-2.21644, -2.61839, -0.93332)
H (3.74226, -4.31001, -0.50456)
C (5.28412, 7.90643, 0.36856)
H (2.47803, -3.09220, -0.11360)
C (2.77052, -4.69486, 1.46868)
C (7.50713, -6.00628, 0.55477)
C (-4.23278, 3.45319, -8.68279)
O (-2.81160, 0.07930, 8.07487)
C (0.06287, 1.85497, -0.70762)
H (0.05810, 4.96887, 4.74513)
H (-5.01084, 4.89395, 3.09044)
H (-2.36928, 4.52742, -8.52574)
H (-6.19751, 2.58947, -8.61758)
H (-2.63814, 3.47454, -3.11028)
H (-0.01253, 2.46939, -4.33126)
F (-4.59653, -4.36314, -6.92718)
H (-2.26452, -4.61586, 0.69738)
C (-1.85328, -5.08341, -4.91581)
C (-2.54867, -5.29575, -2.63608)
C (-3.38361, 4.42085, -8.16169)
C (3.96967, 6.16547, 1.34481)
C (-5.53373, 3.34201, -8.20803)
H (-1.19755, -0.78945, 4.82655)
C (-7.28641, -2.11950, -7.83411)
C (4.44158, 6.81287, 0.21887)
H (8.53954, -3.46307, -2.16581)
C (-1.87125, -0.95310, 2.15673)
H (9.48003, -5.72591, 1.34959)
C (-2.14999, -2.49117, 0.16901)
H (-4.45302, 3.80043, 5.85072)
H (-5.83882, 5.01100, 5.74179)
N (3.44564, 2.88895, -0.79604)
C (0.50683, 2.46123, 3.84925)
H (1.98202, 3.62502, 1.80749)
F (5.39545, -6.19485, -0.47088)
H (-1.29695, -0.93898, 7.32122)
B (-0.07420, 1.63430, -2.29729)
F (3.14579, 5.10544, 1.20051)
H (3.87342, 2.98139, 3.42624)
H (4.15114, 6.46185, -0.76380)
C (-0.81416, 1.15687, 0.26462)
C (-2.17478, -3.59153, 1.13723)
O (0.24513, -5.68164, 0.58766)
C (1.18250, 2.95034, 1.36968)
H (-4.26368, 6.11051, 4.26925)
H (2.75936, -5.71457, 1.00908)
C (4.60715, -0.32273, 3.25940)
H (3.50701, -4.68145, 2.31301)
O (-0.60706, 3.02667, 4.52360)
H (2.97131, 0.86035, 2.52696)
H (-1.10795, -6.04325, -1.24580)
O (-3.12316, 4.42813, 3.79805)
H (0.18659, -7.29519, 2.76330)
H (3.40996, 0.72573, -0.50270)
O (-2.63665, 0.30657, -1.14182)
C (-5.98652, 4.19460, -7.20793)
C (-0.07941, -6.21344, 2.92574)
H (1.44805, 3.03869, 4.10219)
H (-0.75347, 4.60541, 3.08586)
C (-7.49216, -1.46815, -6.62304)
F (-3.02152, 6.19253, -6.65344)
C (-2.15330, 4.86412, 4.77036)
C (-2.41924, -0.80905, 7.37583)
H (10.13975, -4.09398, -0.38927)
H (4.23245, -1.25922, 2.86437)
C (9.14908, -4.53304, -0.40560)

LUMO energy in eV: -0.5331
SMILES string: CCOCCOCc1cc(CNC)c(B(O)CC)c2c1C(=O)c1c(ccc(CCCC(=O)OCC)c1CCOC=O)C2=O.Fc1ccccc1.Fc1ccccc1.Fc1ccccc1.Fc1ccccc1.Fc1ccccc1.Fc1ccccc1
HOMO-LUMO gap in eV: 7.9164

A structure of composition C37H36BrIIrNOP at a distorted geometry. Source: the OMol25 dataset; level of theory: ωB97M-V with the def2-TZVPD basis set.

Geometry (Å):
H (1.41401, 4.63741, 0.27906)
P (1.08081, 1.79891, -0.40614)
C (-1.23829, -2.67989, 2.62296)
H (-3.46709, -1.95029, -1.57134)
C (-0.34469, 3.85701, -1.64314)
C (0.99731, 4.14111, 1.14146)
C (-3.40809, -1.61369, 1.20576)
N (-1.74129, -0.55879, -0.29564)
H (-0.41649, -4.03389, -0.49684)
H (0.83021, -3.20019, 2.73916)
C (3.38171, 0.38271, -0.08664)
C (-1.95309, 0.56621, -2.44014)
I (0.70691, -2.10979, -2.67014)
O (2.26181, -1.81299, 0.25606)
C (-2.55289, -2.97549, 2.99846)
C (3.75811, 2.77401, -0.39624)
H (-2.60949, 1.20931, -3.01894)
C (-3.62999, -2.42389, 2.30586)
C (-5.03959, -2.67929, 2.74086)
H (-5.08289, -3.39379, 3.55616)
H (0.13261, -2.63719, 4.25516)
H (-0.57049, 2.39851, 4.19576)
H (2.05651, 4.07791, -4.64984)
Ir (0.42401, -0.51469, -0.31914)
C (-0.12359, 2.88081, 3.34076)
C (5.11391, 2.57621, -0.20024)
C (0.88531, -5.71039, -0.20704)
H (-2.49699, 1.94521, -0.18704)
C (2.49531, -0.65819, -0.08754)
C (1.58041, 3.04191, -2.84304)
H (-1.00789, 3.79161, -0.79164)
C (0.68341, 2.78421, 1.08136)
C (2.05471, -6.34099, -0.60274)
C (-0.55659, 4.80511, -2.62494)
H (-3.83459, 0.98021, 0.42386)
H (-4.73689, -0.78679, -1.16494)
H (0.16751, 5.65851, -4.44794)
H (-1.63949, -0.25629, -3.07984)
C (-2.09819, -1.30799, 0.76456)
C (-1.03859, -1.85349, 1.54476)
C (2.85421, -5.76029, -1.57084)
H (-2.73179, -3.61839, 3.84696)
H (-1.07509, 1.14191, -2.15324)
C (1.31541, -3.92709, -1.74724)
C (2.49291, -4.54819, -2.14174)
H (-3.99569, -0.75669, -2.74504)
H (-0.00269, -1.60199, 1.28666)
H (-0.10369, 1.09661, 2.13706)
H (5.16131, -0.78979, 0.31046)
C (0.74101, 2.98811, -1.73534)
H (-5.64269, -3.05739, 1.91706)
C (0.13151, 2.15581, 2.19116)
H (-4.26729, -1.19979, 0.71026)
Br (3.61791, -3.76809, -3.44604)
C (0.19021, 4.22881, 3.39616)
C (-2.70039, 0.05121, -1.20214)
C (2.88641, 1.70001, -0.35454)
H (2.39291, 2.33261, -2.92554)
H (-0.00469, 4.79611, 4.29196)
H (3.37741, 3.76771, -0.57904)
H (6.66481, 1.16301, 0.24176)
C (0.50741, -4.51119, -0.78674)
H (-3.98329, 1.79881, -1.13314)
C (4.78391, 0.20221, 0.10846)
H (1.00351, 5.90581, 2.33686)
H (-0.23679, -4.25259, 3.67536)
C (-0.06039, -3.22879, 3.36196)
H (-1.39339, 5.48261, -2.54684)
C (5.60901, 1.29041, 0.05936)
C (-3.79739, -0.92289, -1.69084)
H (0.26001, -6.15049, 0.55286)
H (2.34391, -7.28629, -0.16674)
C (1.37891, 4.01131, -3.80974)
H (-5.48239, -1.74499, 3.08166)
C (-3.30039, 1.27171, -0.47594)
H (5.78951, 3.41551, -0.22744)
C (0.31791, 4.89801, -3.69654)
C (0.75401, 4.85691, 2.29716)
H (3.76671, -6.23889, -1.88934)

Relative energy (zero: lowest compared OMol25 entry of this formula, charge and spin) in kcal/mol: 16.7
2S+1: 5
LUMO energy (alpha / beta) in eV: -2.4614 / -4.8219
⟨S²⟩: 6.09
HOMO-LUMO gap (alpha / beta) in eV: 5.8349 / 6.5718
Charge: +1

A structure of composition C29H57NO2P2Sn at a distorted geometry. Source: the OMol25 dataset; level of theory: ωB97M-V with the def2-TZVPD basis set.

Geometry (Å):
P (-0.63403, -2.97368, -0.05049)
H (-1.42673, -2.90693, -3.72113)
H (0.11020, 1.13523, -5.15852)
O (-3.78238, 0.21683, -0.02823)
H (-2.96723, 4.97016, -1.22525)
C (-0.83521, 2.14332, -3.47720)
C (1.78655, 3.51701, -0.44813)
H (-1.86472, -0.76109, 1.45127)
H (-2.46363, -2.81735, 2.48894)
H (1.10482, 2.43359, -4.44578)
C (-2.19684, -3.84098, 2.18629)
H (2.33591, 4.69205, -2.90669)
N (2.82206, 1.32141, 3.59456)
H (0.60045, 2.68134, 4.01188)
C (-1.68962, -2.81126, -2.66386)
H (1.22872, -2.70692, -2.25071)
C (-0.69730, -3.62354, -1.82024)
H (-1.66268, -1.74686, -2.40048)
C (2.18239, 1.57128, 2.23289)
H (4.58996, 1.60467, 4.71560)
H (-0.58528, 4.17265, 0.76353)
H (0.95376, 0.87524, -3.64228)
C (-1.71890, 3.27238, -0.89859)
H (-2.32543, 1.18132, -4.70454)
H (-1.76609, -5.00585, 0.42163)
C (0.69874, -3.64829, -2.43495)
C (-1.77453, 0.38663, 3.24759)
H (-3.02062, -4.50001, 2.49763)
C (0.90720, -3.75668, 0.66332)
H (-2.34459, 4.09121, 0.98309)
C (-2.75528, 0.11581, -0.52012)
H (1.28241, 4.36076, 0.04057)
H (0.64095, -5.72608, -0.28483)
H (2.73588, 0.96624, 1.49908)
H (0.62292, -3.78359, -3.51951)
H (1.61330, -0.33576, 4.09810)
C (-1.26161, -0.03186, 2.02291)
H (2.37033, 2.63707, 2.04865)
C (-1.09091, 1.36562, 3.95999)
H (0.80863, 5.33398, -2.26925)
P (-0.37295, 2.31326, -1.70454)
H (-3.39650, -4.10415, -1.04176)
H (0.82040, 4.30449, -3.72690)
C (1.23078, 3.22457, -1.83256)
H (0.09275, -5.63900, 1.40972)
H (-2.71486, -0.03167, 3.59907)
C (2.67756, -0.09140, 4.01687)
C (-3.34396, -3.61004, -0.06222)
H (4.22137, 2.90912, 3.55603)
H (-3.45341, -2.52180, -0.20656)
H (0.45689, -3.30121, 2.76327)
H (1.00278, -0.89962, -3.00022)
C (0.84537, -5.28098, 0.69638)
C (1.25860, -3.16022, 2.02856)
Sn (0.14117, -0.07163, -0.69603)
C (0.09846, 1.86838, 3.46578)
C (2.74339, -0.74863, -1.33987)
H (-1.35880, 2.62997, 1.17033)
C (1.27393, 4.45804, -2.74096)
H (4.84395, 1.32496, 2.93782)
H (-2.27498, 4.34935, -2.73206)
H (-1.07021, -4.65939, -1.71516)
H (-1.46676, 1.71757, 4.91047)
H (1.81949, -5.66446, 1.02773)
C (0.70505, 1.29226, 2.33231)
H (0.28572, -1.11555, -2.83409)
H (2.30244, 1.88034, 4.28731)
C (-2.05898, 4.54589, -1.67454)
C (0.39971, 1.62140, -4.22294)
H (1.47151, -2.08568, 1.96827)
O (3.88262, -0.82294, -1.42635)
H (-2.57416, 2.57333, -0.95913)
H (1.31909, -4.45643, -2.03241)
C (-2.03435, -3.96019, 0.66277)
H (-2.72866, -3.14000, -2.55280)
H (-1.96156, 0.27459, -3.21929)
H (1.89245, 2.46309, -2.28617)
C (4.22361, 1.81834, 3.70059)
H (3.16404, -0.72613, 3.27001)
H (2.16100, -3.65221, 2.41567)
H (-1.25727, 5.29390, -1.60378)
C (-1.47304, 3.55161, 0.58723)
C (-2.09634, 1.28472, -3.63383)
H (2.85518, 3.75300, -0.54368)
H (-1.30279, -4.15523, 2.73882)
H (1.70051, 2.64544, 0.21157)
H (3.14827, -0.21661, 4.99185)
H (1.70383, -3.45229, -0.03608)
H (-2.97777, 1.74050, -3.16076)
C (-0.06220, 0.45781, 1.49205)
H (-1.08236, 3.15924, -3.83157)
H (-4.21163, -3.95683, 0.51903)

LUMO energy in eV: -14.7464
HOMO-LUMO gap in eV: 5.7030
Charge: +4

Number 1: E -108578.64211 eV. Number 2: E -132753.24219 eV. Number 3: E -60948.22220 eV.